[1]
Computed, not measured: 13 unconnected molecules or ions with the total composition C21H68N8O13, with the ωB97M-V functional and the def2-TZVPD basis.

The strongest force on any atom is 10.8 eV Å⁻¹. As for the HOMO energy: -8.6 eV. For the orbital gap, the calculation gives 8.617 eV. Its molecular weight is 640.82 g/mol.

CARTESIAN COORDINATES (ANGSTROEM)
O (-3.58, 25.22, 3.82)
O (2.27, 23.37, 7.31)
O (-0.06, 22.88, 4.80)
O (5.64, 20.83, -0.60)
O (-1.98, 23.82, 6.40)
O (-1.06, 18.06, 4.82)
O (3.84, 20.58, 2.80)
O (6.04, 20.65, 5.84)
O (-1.03, 21.44, 1.31)
O (1.46, 18.87, 4.23)
O (0.79, 21.02, 8.12)
O (-0.48, 18.86, -0.55)
O (3.17, 23.52, 2.44)
N (5.51, 22.05, 1.44)
N (2.12, 22.13, 4.64)
N (3.90, 22.27, 0.10)
N (-1.42, 21.46, -0.98)
N (3.48, 25.10, 8.36)
N (0.88, 21.48, 3.08)
N (-3.13, 20.94, 0.37)
N (4.08, 23.03, 8.72)
C (0.88, 19.21, -2.33)
C (4.97, 21.63, 5.94)
C (2.40, 19.01, 5.29)
C (3.25, 24.74, 2.63)
C (3.30, 23.84, 8.06)
C (-3.21, 23.14, 6.25)
C (0.72, 19.02, -0.84)
C (2.07, 25.39, 3.36)
C (4.49, 19.30, 2.98)
C (-1.86, 21.24, 0.23)
C (4.46, 25.02, 3.42)
C (0.94, 22.19, 4.17)
C (-1.92, 23.99, 2.78)
C (5.04, 21.70, 0.29)
C (-1.47, 26.15, 3.96)
C (-2.07, 18.64, 4.29)
C (-2.47, 20.00, 4.89)
C (1.44, 20.07, 0.02)
C (-0.34, 20.78, 7.30)
C (-1.76, 18.77, 2.76)
C (-2.53, 25.41, 3.21)
H (1.70, 21.21, 2.58)
H (3.13, 19.76, 5.11)
H (-3.56, 23.18, 5.17)
H (-1.44, 23.76, 5.59)
H (2.87, 18.02, 5.57)
H (5.32, 22.43, 6.51)
H (1.93, 19.34, -2.56)
H (2.88, 21.51, 4.36)
H (3.82, 18.48, 2.95)
H (-3.42, 21.08, 1.38)
H (-2.41, 23.54, 1.96)
H (3.92, 22.02, 8.71)
H (1.19, 18.07, -0.58)
H (-2.54, 19.92, 5.99)
H (6.43, 21.57, 1.49)
H (-2.83, 17.86, 4.47)
H (1.01, 21.96, 7.95)
H (3.46, 22.11, -0.81)
H (3.33, 25.28, 1.72)
H (1.43, 19.75, 1.08)
H (1.12, 25.31, 2.80)
H (-3.91, 20.69, -0.24)
H (5.28, 19.08, 2.29)
H (0.90, 21.03, -0.01)
H (-0.69, 26.44, 3.26)
H (-0.91, 19.40, 2.60)
H (-0.90, 25.56, 4.68)
H (5.37, 24.52, 3.05)
H (-2.02, 23.21, 3.52)
H (2.24, 26.44, 3.48)
H (-0.01, 21.53, 2.49)
H (6.12, 20.19, 6.66)
H (1.82, 19.48, 6.05)
H (4.88, 23.35, 9.23)
H (-3.40, 20.42, 4.54)
H (2.24, 22.68, 5.50)
H (4.67, 26.06, 3.60)
H (-0.97, 21.64, 7.31)
H (0.48, 18.39, -2.88)
H (-0.94, 19.95, 7.58)
H (0.42, 20.11, -2.65)
H (5.21, 22.92, 1.98)
H (4.44, 21.07, 2.14)
H (4.09, 21.30, 6.48)
H (4.22, 25.34, 9.01)
H (4.49, 21.88, 4.99)
H (2.48, 20.21, -0.27)
H (-1.99, 21.44, -1.81)
H (-0.26, 18.52, 4.59)
H (-1.68, 20.62, 4.49)
H (-4.05, 23.48, 6.76)
H (4.34, 24.58, 4.42)
H (-0.91, 24.04, 2.44)
H (-4.10, 24.60, 3.33)
H (-2.50, 19.23, 2.29)
H (1.86, 24.90, 4.29)
H (5.02, 19.26, 3.94)
H (2.91, 23.12, 3.27)
H (-1.66, 17.81, 2.26)
H (0.00, 20.62, 6.27)
H (-2.92, 25.93, 2.31)
H (-0.43, 21.79, -1.01)
H (3.36, 22.66, 0.84)
H (-1.87, 27.03, 4.35)
H (-3.16, 22.05, 6.52)
H (2.80, 25.78, 8.08)
H (1.24, 19.72, 3.89)
H (-0.88, 19.74, -0.65)

---

[2]
Computed, not measured: a molecular structure, C25H21F3LuN5OS3, with the ωB97M-V functional and the def2-TZVPD basis.

The strongest force on any atom is 3.5 eV Å⁻¹. As for the HOMO energy: -7.6 eV. For the orbital gap, the calculation gives 7.211 eV. Its molecular weight is 735.64 g/mol.

CARTESIAN COORDINATES (ANGSTROEM)
Lu (12.65, 8.92, 10.33)
S (14.87, 9.27, 8.81)
S (11.78, 7.43, 12.43)
S (11.39, 8.57, 15.26)
F (17.81, 8.32, 8.56)
F (17.78, 10.51, 8.69)
F (19.29, 9.42, 9.81)
O (11.99, 10.51, 9.27)
N (11.98, 10.51, 11.96)
N (14.81, 9.09, 11.37)
N (11.59, 7.52, 8.88)
N (12.02, 10.08, 13.24)
N (11.21, 6.35, 7.05)
C (11.70, 8.82, 13.51)
C (17.03, 9.26, 10.56)
C (15.65, 9.22, 10.30)
C (15.27, 8.99, 12.63)
C (11.53, 14.56, 9.24)
C (8.10, 12.14, 17.37)
C (11.91, 12.52, 10.56)
C (16.62, 9.13, 12.91)
C (12.17, 12.70, 13.11)
C (9.55, 8.67, 15.27)
C (11.91, 13.93, 10.43)
C (11.25, 12.41, 8.19)
C (11.67, 11.76, 9.35)
C (7.69, 10.86, 17.77)
C (10.07, 6.27, 7.85)
C (10.31, 7.06, 8.91)
C (8.13, 9.71, 17.11)
C (9.04, 9.83, 16.03)
C (9.02, 12.21, 16.32)
C (17.93, 9.39, 9.40)
C (11.18, 13.79, 8.15)
C (17.50, 9.34, 11.88)
C (12.02, 11.88, 11.86)
C (12.10, 7.14, 7.73)
C (9.49, 11.10, 15.64)
H (7.72, 8.77, 17.40)
H (13.13, 13.27, 13.05)
H (12.18, 14.54, 11.28)
H (10.82, 14.34, 7.30)
H (9.35, 13.19, 15.95)
H (11.39, 13.47, 13.13)
H (10.23, 11.21, 14.84)
H (9.30, 5.58, 7.55)
H (14.52, 8.82, 13.40)
H (9.30, 7.73, 15.76)
H (13.07, 7.43, 7.34)
H (18.59, 9.46, 12.01)
H (9.59, 7.37, 9.66)
H (7.69, 13.04, 17.88)
H (11.47, 15.67, 9.17)
H (11.06, 11.83, 7.29)
H (17.02, 9.19, 13.94)
H (7.00, 10.76, 18.59)
H (12.08, 12.05, 13.98)
H (9.26, 8.61, 14.22)
H (11.23, 5.97, 6.07)

---

[3]
Computed, not measured: a molecular structure, C30H25Cl5N5O5RuS, with the ωB97M-V functional and the def2-TZVPD basis.

As for the spin multiplicity: 2. The strongest force on any atom is 3.5 eV Å⁻¹. As for the HOMO energy (spin up / spin down): 0.2 / -0.3 eV. For the orbital gap (spin up / spin down), the calculation gives 3.175 / 3.617 eV. Its molecular weight is 845.96 g/mol. As for the expectation value of S²: 0.766. The net charge is -2.

CARTESIAN COORDINATES (ANGSTROEM)
Ru (-0.57, 1.70, 1.68)
Cl (-5.10, 4.60, 0.73)
Cl (-2.06, -4.81, -2.12)
Cl (-1.48, -0.59, -5.34)
Cl (5.18, -3.32, -2.81)
Cl (-3.59, 3.78, -4.37)
S (4.80, -0.45, -2.04)
O (-2.34, 0.35, 2.20)
O (-3.17, -0.81, 3.93)
O (-2.60, 3.13, 1.39)
O (-0.43, 2.87, 5.72)
O (2.26, -4.40, -1.20)
N (-0.23, 4.12, 2.39)
N (-0.58, 1.70, 3.73)
N (-0.85, 1.93, -0.37)
N (0.33, -2.87, 0.90)
N (0.12, -0.73, 1.39)
C (-0.11, -1.65, 0.49)
C (-1.33, 0.63, 4.36)
C (-1.05, -3.49, -2.65)
C (-3.96, 3.90, -0.38)
C (-1.93, 2.64, -0.84)
C (-0.09, 1.66, -2.62)
C (0.03, 1.45, -1.24)
C (0.52, -1.52, -3.77)
C (-0.80, -1.65, -4.15)
C (3.59, -2.34, -0.77)
C (-0.29, 2.75, 4.48)
C (0.71, -1.36, 2.44)
C (4.46, -2.12, -1.81)
C (-3.29, 3.53, -2.65)
C (-2.83, 3.22, 0.16)
C (3.80, -0.02, -0.72)
C (3.16, -3.71, -0.33)
C (-1.16, 2.33, -3.13)
C (0.34, 3.93, 3.73)
C (0.26, -3.35, -2.19)
C (-4.18, 4.05, -1.74)
C (1.03, -2.36, -2.80)
C (-2.14, 2.83, -2.24)
C (3.23, -1.11, -0.15)
C (0.84, -4.30, -1.16)
C (1.44, 1.90, 1.52)
C (-2.39, 0.00, 3.42)
C (-1.59, -2.64, -3.60)
C (0.21, -4.15, 0.23)
C (0.85, -2.69, 2.17)
H (2.14, 1.19, 1.96)
H (0.99, -0.82, 3.33)
H (-0.67, -0.20, 4.67)
H (-1.27, 2.49, -4.19)
H (3.67, 1.02, -0.44)
H (-0.59, -1.47, -0.46)
H (-2.62, -2.76, -3.91)
H (2.07, -2.26, -2.51)
H (0.23, 4.80, 4.38)
H (0.66, -4.90, 0.88)
H (1.40, 3.71, 3.62)
H (1.95, 2.80, 1.14)
H (0.69, 1.28, -3.28)
H (1.15, -0.77, -4.23)
H (0.86, 0.91, -0.81)
H (1.23, -3.52, 2.74)
H (-5.06, 4.58, -2.09)
H (2.56, -1.03, 0.69)
H (0.17, 4.93, 1.92)
H (-1.83, 0.98, 5.27)
H (2.77, -3.64, 0.68)
H (4.03, -4.36, -0.32)
H (-1.24, 4.21, 2.41)
H (-0.85, -4.40, 0.14)
H (0.54, -5.30, -1.47)

---

[4]
Computed, not measured: a molecular structure, C27H23DyF4N13O2S, with the ωB97M-V functional and the def2-TZVPD basis.

As for the spin multiplicity: 6. The strongest force on any atom is 3.0 eV Å⁻¹. As for the HOMO energy (spin up / spin down): -5.5 / -5.5 eV. For the orbital gap (spin up / spin down), the calculation gives 7.350 / 7.354 eV. Its molecular weight is 832.13 g/mol. As for the expectation value of S²: 9.334. The net charge is -1.

CARTESIAN COORDINATES (ANGSTROEM)
Dy (-0.44, -0.13, 0.33)
S (0.52, 2.84, -1.57)
F (-0.51, 0.09, 2.98)
F (4.35, 0.15, 5.42)
F (-0.36, 0.06, 5.61)
F (4.25, 0.19, 2.79)
O (-0.16, 4.05, -2.01)
O (1.78, 2.56, -2.24)
N (1.69, 0.00, 1.42)
N (-4.87, 0.29, 0.60)
N (-3.84, -1.82, 0.69)
N (-2.68, 0.34, 0.85)
N (-0.78, -3.19, 1.67)
N (-0.46, 1.56, -1.53)
N (-1.52, -0.98, -1.80)
N (-3.16, 1.61, 0.78)
N (-1.56, -4.18, 1.86)
N (-1.50, -2.10, 1.22)
N (-4.44, 1.56, 0.68)
N (-2.81, -3.86, 1.40)
N (1.40, -1.66, -1.01)
C (1.69, -2.92, -0.32)
C (1.58, 3.37, 2.76)
C (-2.53, -2.66, -3.12)
C (2.56, 3.41, 1.79)
C (0.93, 3.01, 0.09)
C (1.83, 0.07, 2.74)
C (-1.55, -0.11, -2.87)
C (-2.13, -0.50, -4.12)
C (-1.88, -2.23, -1.97)
C (0.26, 3.22, 2.40)
C (-2.21, 0.39, -5.23)
C (-3.77, -0.41, 0.69)
C (2.84, -0.38, 0.60)
C (2.24, 3.28, 0.45)
C (1.26, -1.98, -2.45)
C (-1.42, 2.13, -3.74)
C (2.46, -0.67, -0.85)
C (-1.94, 1.68, -5.01)
C (1.99, 0.15, 5.62)
C (3.02, 0.12, 3.44)
C (3.12, 0.11, 4.84)
C (-2.76, -2.56, 1.09)
C (0.74, 0.14, 3.58)
C (-1.13, 1.26, -2.72)
C (0.78, 0.15, 4.94)
C (-2.65, -1.83, -4.20)
C (-0.05, 3.03, 1.07)
H (2.15, -2.44, -2.82)
H (-2.68, -0.03, -6.11)
H (1.89, 3.37, 3.82)
H (3.58, 3.54, 2.08)
H (-2.88, -3.68, -3.27)
H (1.14, -1.00, -2.96)
H (-2.20, 2.43, -5.79)
H (-4.75, -2.29, 0.85)
H (3.39, -0.98, -1.44)
H (-0.48, 3.06, 3.21)
H (0.42, -2.68, -2.59)
H (3.35, -1.26, 1.07)
H (2.68, -3.39, -0.55)
H (-1.17, 3.18, -3.64)
H (2.06, 0.30, 6.70)
H (-3.08, -2.10, -5.18)
H (-1.75, -2.91, -1.16)
H (1.61, -2.93, 0.78)
H (0.89, -3.59, -0.61)
H (-1.09, 2.79, 0.78)
H (3.57, 0.45, 0.67)
H (3.04, 3.21, -0.24)
H (2.15, 0.30, -1.27)

---

[5]
Computed, not measured: 9 unconnected molecules or ions with the total composition C5H27N2O9, with the ωB97M-V functional and the def2-TZVPD basis.

The strongest force on any atom is 1.9 eV Å⁻¹. As for the HOMO energy: -10.7 eV. For the orbital gap, the calculation gives 7.742 eV. Its molecular weight is 259.28 g/mol. The net charge is +1.

CARTESIAN COORDINATES (ANGSTROEM)
O (-2.59, -0.99, 0.78)
O (0.40, -3.05, -2.26)
O (-0.02, -3.73, 0.40)
O (2.09, 0.90, 0.87)
O (3.17, -2.21, -0.15)
O (-0.27, 2.28, 2.62)
O (0.44, -0.40, 2.93)
O (-2.20, 0.57, 2.98)
O (-3.28, 0.73, -1.19)
N (0.59, -1.05, -0.34)
N (-0.68, 1.98, -0.88)
C (0.92, 0.55, -2.22)
C (0.33, 1.91, -1.83)
C (0.24, -0.75, -1.77)
C (0.48, -1.92, -2.70)
C (0.99, 3.00, -2.22)
H (-2.92, -0.13, -0.94)
H (1.93, 0.60, -1.80)
H (0.67, -0.15, 0.14)
H (-3.04, 0.74, 3.43)
H (-0.05, 1.67, 3.34)
H (1.50, -1.55, -0.36)
H (0.28, -3.45, -0.47)
H (1.02, 0.53, -3.30)
H (1.82, 3.01, -2.91)
H (3.31, -2.18, 0.80)
H (3.82, -1.59, -0.49)
H (-1.05, 1.14, -0.52)
H (-1.84, -1.00, 1.39)
H (0.90, -1.15, 3.35)
H (-0.09, -1.71, 0.05)
H (-4.18, 0.71, -1.51)
H (-0.81, -0.45, -1.86)
H (-0.74, -4.36, 0.43)
H (0.73, -1.69, -3.75)
H (0.62, 3.92, -1.78)
H (-0.34, 3.18, 2.95)
H (-1.80, 1.42, 2.69)
H (1.63, 1.02, 1.71)
H (-1.30, 2.77, -0.83)
H (-3.14, -0.25, 1.00)
H (2.89, 1.42, 0.78)
H (-0.40, -0.29, 3.42)